Formula: C3H10NS
Source: OMol25
Level of theory: the ωB97M-V functional and the def2-TZVPD basis

Atoms and positions in Å:
C  1.351  1.395  0.457
N  1.584  1.922  -0.803
H  1.197  2.028  1.314
H  1.694  0.384  0.659
H  0.826  2.344  -1.329
H  2.191  1.451  -1.452
C  -0.560  -1.676  -0.643
C  -1.197  -1.181  0.667
S  -1.129  0.679  0.441
H  -1.108  -1.349  -1.523
H  0.409  -1.185  -0.716
H  -0.501  -2.759  -0.765
H  -0.564  -1.546  1.476
H  -2.259  -1.364  0.766
H  -1.933  0.857  1.452

## Properties
energy above the lowest of the compared OMol25 structures with the same formula, charge and spin: 1.452 eV
strongest force on any atom: 1.93 eV Å⁻¹
HOMO (spin up / spin down): -5.8 / -8.8 eV
HOMO-LUMO gap (spin up / spin down): 6.73 / 9.60 eV
2S+1: 2
calculated total energy: -15595.6602 eV
LUMO energy (spin up / spin down): 0.899 / 0.844 eV

Atomic partial charges in e from the Mulliken method, atoms 1 to 2: C -0.769; N -0.392

***

Formula: C15H28F6NO3P2W
Source: OMol25
Level of theory: the ωB97M-V functional and the def2-TZVPD basis

Atoms and positions in Å:
C  0.947  -1.294  -4.179
C  0.948  -0.796  -2.874
N  -0.143  -0.813  -2.132
C  -1.337  -1.107  -2.670
C  -1.432  -1.454  -4.020
C  -0.287  -1.574  -4.785
C  2.177  -0.174  -2.298
P  2.267  -0.134  -0.498
W  -0.103  -0.296  -0.029
P  -2.385  0.043  -0.272
C  -2.586  -0.960  -1.819
O  1.915  2.235  -2.984
O  -0.161  2.352  -1.867
H  1.871  -1.349  -4.725
H  -2.431  -1.614  -4.457
H  -0.334  -1.867  -5.833
C  3.044  -1.600  0.234
C  3.298  1.277  -0.054
H  -3.390  -0.473  -2.399
H  -2.952  -1.954  -1.511
H  2.077  0.929  -2.512
H  3.064  -0.745  -2.596
C  -3.361  -0.751  0.994
C  -3.204  1.595  -0.644
H  -0.117  1.686  -1.145
H  -0.340  3.295  -1.796
H  1.012  2.356  -2.709
H  2.200  2.297  -3.874
H  -0.542  -1.796  0.538
H  -0.751  1.385  0.051
H  4.127  -1.575  0.038
H  2.865  -1.631  1.327
H  2.610  -2.523  -0.181
H  4.353  0.987  -0.176
H  3.043  2.107  -0.727
H  3.104  1.580  0.980
H  -4.230  1.401  -0.973
H  -3.207  2.207  0.266
H  -2.614  2.118  -1.410
H  -4.429  -0.662  0.752
H  -3.092  -1.811  1.072
H  -3.151  -0.279  1.960
C  1.615  0.716  3.502
C  0.219  0.163  3.235
O  -0.124  0.154  1.935
C  0.113  -1.333  3.771
F  0.385  -1.450  5.099
F  -1.091  -1.896  3.524
F  1.030  -2.077  3.082
C  -0.848  1.076  3.962
F  -0.586  1.242  5.293
F  -0.808  2.301  3.373
F  -2.121  0.611  3.823
H  2.344  0.159  2.898
H  1.845  0.620  4.571
H  1.627  1.773  3.210

## Properties
strongest force on any atom: 3.63 eV Å⁻¹
HOMO (spin up / spin down): -10.6 / -11.5 eV
HOMO-LUMO gap (spin up / spin down): 6.34 / 7.60 eV
2S+1: 3
net charge: +1
calculated total energy: -60342.4432 eV
LUMO energy (spin up / spin down): -4.246 / -3.949 eV

Atomic partial charges in e from the Mulliken method, atoms 1 to 2: C -0.981; C 0.903

***

Formula: C9H14NOS
Source: OMol25
Level of theory: the ωB97M-V functional and the def2-TZVPD basis

Atoms and positions in Å:
C  0.112  0.336  2.586
C  0.876  0.062  3.663
C  2.124  1.344  2.000
C  0.814  1.094  1.590
C  -1.407  0.231  -0.318
C  0.323  1.643  0.381
C  -0.525  -0.557  -1.359
C  -0.923  -2.033  -1.319
C  -0.747  0.024  -2.752
N  0.846  -0.357  -0.944
O  -0.811  1.501  -0.217
S  2.488  0.674  3.503
H  -0.932  0.085  2.537
H  0.609  -0.457  4.563
H  2.871  1.875  1.442
H  -2.419  0.376  -0.690
H  -1.424  -0.310  0.627
H  0.901  2.469  -0.030
H  -0.260  -2.596  -1.977
H  -1.944  -2.170  -1.670
H  -0.838  -2.440  -0.312
H  -0.153  -0.520  -3.483
H  -0.468  1.073  -2.790
H  -1.791  -0.066  -3.035
H  1.496  -0.222  -1.705
H  1.179  -1.060  -0.294

## Properties
energy above the lowest of the compared OMol25 structures with the same formula, charge and spin: 0.284 eV
strongest force on any atom: 1.40 eV Å⁻¹
HOMO: -13.1 eV
HOMO-LUMO gap: 8.36 eV
net charge: +1
calculated total energy: -23925.5677 eV
LUMO energy: -4.705 eV

Atomic partial charges in e from the Mulliken method, atoms 1 to 2: C -0.758; C -0.305

***

Formula: C7H13N
Source: OMol25
Level of theory: the ωB97M-V functional and the def2-TZVPD basis

Atoms and positions in Å:
C  -2.490  -0.488  0.044
C  -0.393  -0.481  -0.755
C  1.017  -0.201  -1.125
C  1.616  -0.947  0.042
C  0.697  -0.482  1.079
C  -0.197  0.493  0.399
C  0.241  1.878  -0.033
H  -2.981  -1.087  -0.939
H  -3.241  0.015  0.726
H  -2.522  -1.452  0.389
H  -0.404  -1.465  -0.344
H  1.428  -0.481  -2.288
H  1.438  1.106  -0.904
H  1.773  -2.066  -0.239
H  2.855  -0.670  0.424
H  0.101  -1.165  1.758
H  1.396  0.009  1.785
H  -0.137  2.494  -0.890
H  1.313  2.284  0.094
H  -0.056  2.370  1.075
N  -1.456  0.335  -0.296

## Properties
energy above the lowest of the compared OMol25 structures with the same formula, charge and spin: 10.347 eV
strongest force on any atom: 8.00 eV Å⁻¹
HOMO: -8.0 eV
HOMO-LUMO gap: 8.95 eV
calculated total energy: -8949.5859 eV
LUMO energy: 0.944 eV

Atomic partial charges in e from the Mulliken method, atoms 1 to 2: C -1.023; C -0.741

***

Formula: C2H9N6
Source: OMol25
Level of theory: the ωB97M-V functional and the def2-TZVPD basis

Atoms and positions in Å:
C  -0.139  -0.066  0.041
C  -0.754  2.385  0.060
N  -2.263  0.527  -0.111
N  -2.281  -0.749  -0.065
N  -0.982  0.962  -0.073
N  -1.015  -1.120  -0.014
N  2.440  -0.454  0.136
N  -0.680  -2.448  0.070
H  1.285  -0.186  0.393
H  -1.469  2.945  -0.660
H  -1.108  2.787  1.000
H  0.294  2.558  -0.102
H  2.593  0.437  -0.340
H  3.057  -0.793  0.841
H  2.418  -1.063  -0.683
H  -1.416  -3.141  0.176
H  0.019  -2.580  -0.670

## Properties
energy above the lowest of the compared OMol25 structures with the same formula, charge and spin: 1.398 eV
strongest force on any atom: 2.57 eV Å⁻¹
HOMO: -13.8 eV
HOMO-LUMO gap: 10.50 eV
net charge: +1
calculated total energy: -11150.7009 eV
LUMO energy: -3.313 eV

Atomic partial charges in e from the Mulliken method, atoms 1 to 2: C -0.260; C -0.669

***

Formula: CH4FNS
Source: OMol25
Level of theory: the ωB97M-V functional and the def2-TZVPD basis

Atoms and positions in Å:
C  0.937  -0.139  0.038
N  -0.234  0.681  0.094
S  -0.299  2.244  -0.004
H  0.668  -0.815  -0.816
H  1.989  0.391  -0.032
H  1.160  -0.642  1.010
F  -2.469  -1.212  -0.009
H  -1.753  -0.508  -0.280

## Properties
energy above the lowest of the compared OMol25 structures with the same formula, charge and spin: 2.226 eV
strongest force on any atom: 3.76 eV Å⁻¹
SMILES: CN=S.F
HOMO (spin up / spin down): -9.1 / -9.1 eV
HOMO-LUMO gap (spin up / spin down): 7.33 / 7.33 eV
calculated total energy: -16142.4209 eV
LUMO energy (spin up / spin down): -1.793 / -1.792 eV

Atomic partial charges in e from the Mulliken method, atoms 1 to 2: C -0.518; N -0.256